Version w
Here is a molecular structure, C3H5BrNO2 from OMol25. Energies are from ωB97M-V with the def2-TZVPD basis set.

frontier orbital gap = 6.0 eV

The geometry in ORCA input format:
```
! wB97M-V def2-TZVPD RIJCOSX def2/J DEFGRID3
* xyz -1 1
C -2.9105 2.1363 -0.0855
C 0.1094 0.3169 -0.6735
C -0.5353 -0.2331 0.6801
N -1.8404 -0.2260 1.0296
O -1.9202 2.6322 -0.3976
O -4.0191 1.9304 0.1371
Br -2.7959 -1.3540 -0.1037
H 0.0450 1.3999 -0.8477
H 1.1027 0.0159 -0.5853
H -0.3656 -0.2200 -1.6598
H 0.1433 -1.2276 0.7352
H -0.0069 0.3073 1.4700
*
```

Mulliken population analysis, charges in e, atoms 1 to 4: C 0.64; C -0.97; C -0.45; N -0.58

---

Version x
Here is 2 unconnected molecules or ions with the total composition C3H5BrNO2 from OMol25. Energies are from ωB97M-V with the def2-TZVPD basis set.

frontier orbital gap = 5.2 eV

The geometry in ORCA input format:
```
! wB97M-V def2-TZVPD RIJCOSX def2/J DEFGRID3
* xyz -1 1
C 1.7976 2.4980 0.1202
C -1.2671 -0.5989 0.6087
C -0.4786 -0.6792 -0.7225
N 0.9116 -0.8574 -0.6091
O 0.8549 2.9776 -0.3431
O 2.7586 2.0891 0.6088
Br 1.3504 -2.5300 0.1296
H -0.7952 0.1391 1.2618
H -2.3076 -0.3177 0.4376
H -1.2386 -1.5669 1.1104
H -0.9969 -1.4425 -1.3616
H -0.5890 0.2888 -1.2408
*
```

Mulliken population analysis, charges in e, atoms 1 to 4: C 0.70; C -0.98; C -0.48; N -0.50

---

Ordering by calculated energy gives the sequence version x, version w, with the first entry being the most stable.

---

Version w
Here is a molecular structure, Cl5Na from OMol25. Energies are from ωB97M-V with the def2-TZVPD basis set.

frontier orbital gap = 4.0 eV

The geometry in ORCA input format:
```
! wB97M-V def2-TZVPD RIJCOSX def2/J DEFGRID3
* xyz -4 1
Na -0.2245 -0.1946 -0.1607
Cl -2.4045 0.0623 1.7816
Cl 1.8217 1.2127 1.6019
Cl 0.3150 -2.9169 0.7389
Cl -1.2082 2.3422 -1.5055
Cl 1.7005 -0.5057 -2.4563
*
```

Mulliken population analysis, charges in e, atoms 1 to 4: Na 0.73; Cl -0.94; Cl -0.96; Cl -0.94

---

Version x
Here is a molecular structure, Cl5Na from OMol25. Energies are from ωB97M-V with the def2-TZVPD basis set.

frontier orbital gap = 5.1 eV

The geometry in ORCA input format:
```
! wB97M-V def2-TZVPD RIJCOSX def2/J DEFGRID3
* xyz -4 1
Na -0.4074 -0.4272 -0.3507
Cl -3.3141 0.8514 2.2139
Cl 2.2900 -1.4997 -3.1122
Cl 2.2783 1.7035 1.9338
Cl 0.3656 -3.6523 1.7992
Cl -1.2123 3.0243 -2.4840
*
```

Mulliken population analysis, charges in e, atoms 1 to 4: Na 1.03; Cl -1.01; Cl -1.01; Cl -1.01

---

Ordering by calculated energy gives the sequence version x, version w, with the first entry being the most stable.

---

Version w
Here is 2 unconnected molecules or ions with the total composition C5H4NO2 from OMol25. Energies are from ωB97M-V with the def2-TZVPD basis set.

frontier orbital gap (spin up / spin down) = 8.2 / 8.2 eV

The geometry in ORCA input format:
```
! wB97M-V def2-TZVPD RIJCOSX def2/J DEFGRID3
* xyz -1 1
C 2.7444 1.8014 0.0209
C 1.9479 -1.8551 0.0317
C 0.0383 -0.0780 -0.7098
C 0.1690 -0.0883 0.8315
C 1.3665 -0.3868 -0.0415
N 3.2339 2.8464 0.0066
O 0.9546 -2.6187 0.0614
O 3.1275 -2.0451 -0.0178
H -0.3379 -0.8802 -1.2535
H 0.0042 0.7403 -1.3615
H 0.0041 0.7941 1.2735
H -0.3133 -0.8388 1.4579
*
```

Mulliken population analysis, charges in e, atoms 1 to 4: C -0.07; C 0.39; C -0.58; C -0.69

---

Version x
Here is a gas-phase ion, C5H4NO2 (charge -1) from OMol25. Energies are from ωB97M-V with the def2-TZVPD basis set.

frontier orbital gap = 6.8 eV

The geometry in ORCA input format:
```
! wB97M-V def2-TZVPD RIJCOSX def2/J DEFGRID3
* xyz -1 1
C 0.6299 1.6322 0.4467
C 0.0289 0.6649 -0.1731
C -0.3915 0.9972 2.2409
C -0.3663 -0.1605 -1.1495
C 0.0125 -1.6419 -1.0830
N 0.1672 1.9625 1.8329
O -1.0282 0.3146 -2.1269
O -0.9387 0.1372 2.7998
H 1.3881 2.2876 0.2045
H -0.6607 -2.4840 -1.3359
H 0.1987 -1.9180 -0.0019
H 0.9601 -1.7918 -1.6544
*
```

Mulliken population analysis, charges in e, atoms 1 to 4: C -0.40; C -0.10; C 0.57; C 0.24

---

Ordering by calculated energy gives the sequence version x, version w, with the first entry being the most stable.

---

Version w
Here is CH5IOSi in the gas phase from OMol25. Energies are from ωB97M-V with the def2-TZVPD basis set.

structure (SMILES) = C[Si@@H](O)I
frontier orbital gap = 10.1 eV

The geometry in ORCA input format:
```
! wB97M-V def2-TZVPD RIJCOSX def2/J DEFGRID3
* xyz 0 1
C 0.8340 0.9935 0.0850
Si -0.1816 -0.4511 -0.4369
O -0.0812 -1.7295 0.5198
I -2.6036 0.3023 -0.1532
H 0.2080 1.7928 0.5261
H 1.4346 0.6627 1.0828
H 1.5750 1.6595 -0.5120
H -0.2181 -1.0405 -1.8627
H -0.9671 -2.1898 0.7513
*
```

Mulliken population analysis, charges in e, atoms 1 to 4: C -0.93; Si 0.42; O -0.41; I -0.22

---

Version x
Here is 2 unconnected molecules or ions with the total composition CH5IOSi from OMol25. Energies are from ωB97M-V with the def2-TZVPD basis set.

frontier orbital gap (spin up / spin down) = 6.6 / 6.6 eV

The geometry in ORCA input format:
```
! wB97M-V def2-TZVPD RIJCOSX def2/J DEFGRID3
* xyz 0 1
C -0.1243 -1.0028 -0.9370
O 0.6979 2.7662 -0.1278
Si -0.9885 0.1358 0.3125
I -3.4029 0.2813 0.0551
H 0.9410 -0.6003 -1.0114
H -0.0174 -1.8358 -0.3514
H -0.7473 -1.2481 -1.8002
H -0.0893 3.0112 -0.6575
H -0.3458 0.3477 1.5315
*
```

Mulliken population analysis, charges in e, atoms 1 to 4: C -0.87; O -0.78; Si 0.48; I 0.02

---

Ordering by calculated energy gives the sequence version w, version x, with the first entry being the most stable.

---

Version w
Here is CH5IOSi in the gas phase from OMol25. Energies are from ωB97M-V with the def2-TZVPD basis set.

structure (SMILES) = C[Si@@H](O)I
frontier orbital gap = 10.3 eV

The geometry in ORCA input format:
```
! wB97M-V def2-TZVPD RIJCOSX def2/J DEFGRID3
* xyz 0 1
C -0.2775 1.1374 0.7513
Si 0.3199 -0.2035 -0.5893
O 0.8146 -1.7305 0.2965
I -1.6004 -0.9549 -2.0775
H -1.2626 0.9213 1.1266
H 0.3282 1.0781 1.6180
H -0.3336 2.1540 0.4833
H 1.6197 0.0019 -1.3885
H 0.3919 -2.4038 -0.2203
*
```

Mulliken population analysis, charges in e, atoms 1 to 4: C -1.08; Si 0.51; O -0.51; I -0.14

---

Version x
Here is CH5IOSi in the gas phase from OMol25. Energies are from ωB97M-V with the def2-TZVPD basis set.

structure (SMILES) = C[Si@@H](O)I
frontier orbital gap = 10.4 eV

The geometry in ORCA input format:
```
! wB97M-V def2-TZVPD RIJCOSX def2/J DEFGRID3
* xyz 0 1
C -0.8013 0.3093 0.7316
Si 0.1687 -0.0368 -0.8935
O 1.7761 0.0835 -0.4363
I -0.2153 -2.3969 -1.3642
H -0.4292 -0.4170 1.6023
H -0.4918 1.4171 1.0472
H -1.9042 0.2247 0.6893
H -0.1089 1.0636 -1.7475
H 2.0058 -0.2475 0.3712
*
```

Mulliken population analysis, charges in e, atoms 1 to 4: C -0.92; Si 0.49; O -0.47; I -0.09

---

Ordering by calculated energy gives the sequence version x, version w, with the first entry being the most stable.

---

Version w
Here is C2H3BrOS in the gas phase from OMol25. Energies are from ωB97M-V with the def2-TZVPD basis set.

structure (SMILES) = COC(=S)Br
frontier orbital gap (spin up / spin down) = 7.3 / 7.3 eV

The geometry in ORCA input format:
```
! wB97M-V def2-TZVPD RIJCOSX def2/J DEFGRID3
* xyz 0 1
C -1.1649 -0.1669 0.0000
O -0.0489 0.6918 -0.2183
C 1.1505 0.2735 -0.1585
S 2.7833 1.7995 0.1049
Br 1.6321 -1.4847 0.0972
H -2.0531 0.4166 -0.2354
H -1.1872 -0.4778 1.0483
H -1.1117 -1.0521 -0.6383
*
```

Mulliken population analysis, charges in e, atoms 1 to 4: C -0.76; O -0.17; C 0.25; S -0.31

---

Version x
Here is 2 unconnected molecules or ions with the total composition C2H3BrOS from OMol25. Energies are from ωB97M-V with the def2-TZVPD basis set.

frontier orbital gap (spin up / spin down) = 6.4 / 6.4 eV

The geometry in ORCA input format:
```
! wB97M-V def2-TZVPD RIJCOSX def2/J DEFGRID3
* xyz 0 1
C 0.6299 -0.5659 -0.5602
C -0.2777 0.4049 -0.0596
O -1.5886 0.3812 -0.5772
S 1.2670 -1.5563 -1.5568
Br 2.2887 -0.4047 1.9308
H 0.2140 1.4094 -0.1789
H -0.1924 0.3274 1.1393
H -2.3409 0.0040 -0.1374
*
```

Mulliken population analysis, charges in e, atoms 1 to 4: C 0.17; C 0.08; O -0.49; S -0.10

---

Ordering by calculated energy gives the sequence version x, version w, with the first entry being the most stable.

---

Version w
Here is C21H21N5O3 in the gas phase from OMol25. Energies are from ωB97M-V with the def2-TZVPD basis set.

structure (SMILES) = COc1ccc(-c2ccc3c(N4CCOCC4)nc(CC#N)nc3n2)cc1CO
frontier orbital gap = 8.1 eV

The geometry in ORCA input format:
```
! wB97M-V def2-TZVPD RIJCOSX def2/J DEFGRID3
* xyz 0 1
C 2.2259 -6.4871 -3.1735
O 1.3605 -6.3408 -2.0211
C 1.0566 -5.0416 -1.6862
C 0.8329 -4.0512 -2.6555
C 0.5713 -2.7499 -2.2279
C 0.3408 -2.4391 -0.8700
C -0.0305 -1.0493 -0.4527
C -0.6028 -0.7277 0.7978
C -0.7336 0.5890 1.2148
C -0.3718 1.5984 0.3232
C -0.3235 2.9673 0.5729
N -0.7667 3.4797 1.7863
C -2.2441 3.5756 1.9167
C -2.6013 3.9773 3.3744
O -1.8418 5.1343 3.8644
C -0.4235 4.9454 3.8462
C 0.0434 4.5768 2.4017
N 0.0918 3.8416 -0.3511
C 0.3945 3.3545 -1.5681
C 0.6644 4.3229 -2.6736
C -0.5715 4.5861 -3.4531
N -1.4922 4.8077 -4.1082
N 0.4662 2.0702 -1.8244
C 0.1119 1.2170 -0.8900
N 0.2450 -0.0600 -1.2836
C 0.4933 -3.4848 0.0750
C 0.9026 -4.7662 -0.3125
C 1.0572 -5.7894 0.7801
O -0.1635 -6.5548 0.9514
H 1.7013 -6.2653 -4.1170
H 2.5758 -7.5342 -3.2250
H 3.1400 -5.9106 -3.1015
H 0.7645 -4.3014 -3.7201
H 0.3932 -1.9522 -2.9697
H -0.9516 -1.5164 1.4708
H -1.1303 0.6956 2.2165
H -2.7425 2.6437 1.7059
H -2.6013 4.3412 1.2323
H -2.4469 3.1688 4.0634
H -3.6889 4.1840 3.3916
H 0.0602 5.8504 4.1456
H -0.1150 4.1454 4.5435
H -0.0527 5.4602 1.7250
H 1.0735 4.2071 2.4364
H 1.4407 3.9285 -3.3125
H 0.9790 5.2827 -2.2987
H 0.2799 -3.3001 1.1284
H 1.2652 -5.3143 1.7159
H 1.8376 -6.4963 0.5136
H -0.4733 -6.8188 0.1019
*
```

Mulliken population analysis, charges in e, atoms 1 to 4: C -0.85; O -0.44; C 0.99; C -0.72

---

Version x
Here is C21H21N5O3 in the gas phase from OMol25. Energies are from ωB97M-V with the def2-TZVPD basis set.

structure (SMILES) = Cc1nn(C)cc1[C@@H](C)NC(=O)c1cc(COc2cccc3cnccc23)on1
frontier orbital gap = 8.8 eV

The geometry in ORCA input format:
```
! wB97M-V def2-TZVPD RIJCOSX def2/J DEFGRID3
* xyz 0 1
C -3.3411 -1.0361 -1.8609
C -4.3244 -1.2996 -0.7786
N -4.8445 -2.4985 -0.5819
N -5.6659 -2.3932 0.4586
C -6.4055 -3.5300 0.9234
C -5.6888 -1.1381 0.9486
C -4.8326 -0.3843 0.1729
C -4.4901 1.0693 0.2754
C -5.2288 1.7669 1.4152
N -3.0555 1.2258 0.4460
C -2.2798 1.8921 -0.4248
O -2.6798 2.4505 -1.4284
C -0.8428 1.8975 -0.0413
C 0.2137 2.5476 -0.7260
C 1.3143 2.2534 0.0293
C 2.7515 2.6526 -0.1044
O 3.6565 1.6757 0.3409
C 3.7452 0.4946 -0.3384
C 3.0123 0.1569 -1.4485
C 3.1947 -1.0871 -2.0753
C 4.1026 -1.9900 -1.6041
C 4.8733 -1.6753 -0.4661
C 5.8357 -2.5531 0.0825
N 6.5596 -2.2841 1.1318
C 6.3861 -1.1012 1.7392
C 5.4899 -0.1560 1.3157
C 4.7000 -0.4269 0.1812
O 0.9447 1.4931 1.0711
N -0.3828 1.2757 1.0188
H -3.5327 -0.0706 -2.3247
H -3.4029 -1.8223 -2.6079
H -2.3284 -1.0209 -1.4561
H -6.1554 -3.7562 1.9620
H -6.1367 -4.3758 0.2945
H -7.4798 -3.3496 0.8479
H -6.3050 -0.8780 1.7852
H -4.7227 1.5691 -0.6741
H -6.3020 1.6968 1.2622
H -4.9491 2.8171 1.4481
H -4.9757 1.3077 2.3684
H -2.6114 0.7797 1.2347
H 0.1392 3.1260 -1.6213
H 2.9471 2.9400 -1.1466
H 2.9461 3.5187 0.5394
H 2.2797 0.8329 -1.8618
H 2.5962 -1.3152 -2.9446
H 4.2430 -2.9454 -2.0863
H 6.0038 -3.5185 -0.3796
H 7.0138 -0.9370 2.6047
H 5.3764 0.7845 1.8298
*
```

Mulliken population analysis, charges in e, atoms 1 to 4: C -1.16; C -0.03; N -0.97; N 0.68

---

Ordering by calculated energy gives the sequence version x, version w, with the first entry being the most stable.

---

Version w
Here is C2H2 in the gas phase from OMol25. Energies are from ωB97M-V with the def2-TZVPD basis set.

structure (SMILES) = C#C
frontier orbital gap = 12.0 eV

The geometry in ORCA input format:
```
! wB97M-V def2-TZVPD RIJCOSX def2/J DEFGRID3
* xyz 0 1
C -0.6227 0.0329 -0.0224
C 0.6075 -0.0739 0.0043
H -1.6430 0.0101 0.0850
H 1.7345 0.2358 0.0232
*
```

Just the Mulliken charges please, in e? Sure, here they are: C -0.33; C -0.34; H 0.39; H 0.28

---

Version x
Here is C2H2 in the gas phase from OMol25. Energies are from ωB97M-V with the def2-TZVPD basis set.

structure (SMILES) = C#C
frontier orbital gap = 12.2 eV

The geometry in ORCA input format:
```
! wB97M-V def2-TZVPD RIJCOSX def2/J DEFGRID3
* xyz 0 1
C -0.5854 -0.0326 -0.0029
C 0.6014 -0.0747 -0.0003
H -1.6798 0.0079 0.0044
H 1.6638 0.0993 -0.0012
*
```

Just the Mulliken charges please, in e? Sure, here they are: C -0.40; C -0.28; H 0.35; H 0.33

---

Ordering by calculated energy gives the sequence version x, version w, with the first entry being the most stable.